Below is a cluster of 2 separate species, C5H13INP in total, with properties calculated with ωB97M-V with the def2-TZVPD basis set.

Summary:
multiplicity = 1
ΔE to the lowest compared entry with this formula, charge and spin = 244.92 kJ/mol
E = -891.98797 Eh

Each line ends with the natural charge from an NBO analysis.
Positions of all 21 atoms, in Å:
C  0.855  2.743  0.643  -0.6402
C  -2.177  -2.025  0.804  -0.6972
C  0.571  -2.069  -1.152  -0.9463
C  0.049  1.927  -0.299  -0.2264
C  -1.380  -0.850  0.652  -0.3977
N  0.562  0.649  -0.727  -0.8817
P  0.315  -0.824  0.238  1.3161
I  4.099  -0.166  -0.166  -0.8115
H  0.395  3.767  0.921  0.2173
H  1.043  2.321  1.694  0.2147
H  1.821  3.050  0.354  0.2326
H  -3.113  -2.022  0.168  0.2710
H  -2.492  -2.229  1.815  0.2526
H  -1.624  -2.851  0.276  0.2283
H  1.667  -2.186  -1.208  0.2943
H  0.481  -1.504  -2.139  0.2808
H  -0.002  -2.985  -0.946  0.2388
H  -0.853  1.811  0.163  0.1813
H  -0.183  2.590  -1.284  0.2036
H  -1.612  0.073  1.183  0.2230
H  1.578  0.780  -0.990  0.4466

Below is the ion C5H13N with charge -1, with properties calculated with ωB97M-V with the def2-TZVPD basis set.

Summary:
multiplicity = 2
charge = -1
ΔE to the lowest compared entry with this formula, charge and spin = 73.58 kJ/mol
E = -252.97348 Eh
expectation value of S² = 0.75

Each line ends with the natural charge from an NBO analysis.
Positions of all 19 atoms, in Å:
C  0.359  1.992  -1.482  -0.7885
N  -0.204  1.351  -0.278  -0.6556
C  0.469  -1.894  1.715  -0.6716
C  0.099  -0.444  1.301  -0.5663
C  0.117  -0.088  -0.205  -0.1963
C  -0.986  -0.859  -0.950  -0.6445
H  0.221  3.068  -1.308  0.1731
H  -0.144  1.683  -2.392  0.1790
H  1.450  1.873  -1.462  0.1416
H  0.204  1.776  0.548  0.3282
H  1.541  -2.075  1.737  0.1949
H  0.012  -2.555  0.979  0.1881
H  0.015  -2.082  2.686  0.1941
H  -0.788  -0.200  1.884  0.1902
H  0.871  0.250  1.692  0.1602
H  1.152  -0.240  -0.502  0.1719
H  -0.706  -0.903  -2.016  0.1947
H  -0.889  -1.921  -0.705  0.1893
H  -1.955  -0.416  -0.787  0.2174

Below is a structure of composition C5H13N, with properties calculated with ωB97M-V with the def2-TZVPD basis set.

Summary:
multiplicity = 1
ΔE to the lowest compared entry with this formula, charge and spin = 466.05 kJ/mol
E = -252.88558 Eh

Each line ends with the natural charge from an NBO analysis.
Positions of all 19 atoms, in Å:
C  0.806  -1.341  0.949  -0.1832
C  -0.379  -0.584  0.702  -0.4835
C  -0.491  0.285  -0.549  -0.2378
C  -0.994  1.682  -0.160  -0.5996
C  -1.379  -0.289  -1.654  -0.5993
N  2.395  -0.182  0.848  -1.1271
H  0.976  -1.743  1.942  0.2339
H  1.357  -1.850  0.165  0.2066
H  0.599  -0.028  1.209  0.4142
H  -1.179  -0.482  1.442  0.2333
H  0.512  0.322  -0.978  0.2291
H  -0.531  1.967  0.786  0.2058
H  -0.692  2.421  -0.881  0.2159
H  -2.065  1.660  -0.005  0.2008
H  -2.440  -0.193  -1.416  0.1963
H  -1.217  0.272  -2.574  0.2072
H  -1.180  -1.331  -1.887  0.2068
H  2.963  -0.982  0.581  0.3294
H  2.937  0.396  1.481  0.3510

Below is a structure of composition C5H13N, with properties calculated with ωB97M-V with the def2-TZVPD basis set.

Summary:
multiplicity = 1
ΔE to the lowest compared entry with this formula, charge and spin = 442.12 kJ/mol
E = -252.89469 Eh

Each line ends with the natural charge from an NBO analysis.
Positions of all 19 atoms, in Å:
C  2.542  0.074  -1.043  -0.4178
N  1.517  -0.872  -1.541  -0.8469
C  -0.494  0.897  0.112  -0.4665
C  -1.747  0.357  0.310  0.0611
C  -0.333  0.745  1.727  -0.6091
C  -1.866  -1.122  0.465  -0.6908
H  2.128  1.028  -0.735  0.1829
H  3.005  -0.392  -0.174  0.1796
H  3.317  0.199  -1.793  0.1832
H  1.494  -0.765  -2.554  0.3351
H  -0.477  1.953  -0.159  0.1760
H  0.607  -0.463  -1.316  0.3690
H  -2.691  0.892  0.449  0.1846
H  -1.088  0.842  2.511  0.1904
H  0.189  -0.174  1.963  0.2194
H  0.382  1.537  1.932  0.2487
H  -2.238  -1.457  1.431  0.2216
H  -2.598  -1.545  -0.225  0.2407
H  -0.931  -1.615  0.224  0.2390

Below is a cluster of 2 separate species, C5H13N in total, with properties calculated with ωB97M-V with the def2-TZVPD basis set.

Summary:
multiplicity = 1
ΔE to the lowest compared entry with this formula, charge and spin = 119.59 kJ/mol
E = -253.01754 Eh

Each line ends with the natural charge from an NBO analysis.
Positions of all 19 atoms, in Å:
C  2.092  -0.339  -0.644  -0.5383
C  2.965  0.491  -0.052  0.0239
N  2.781  1.844  0.219  -0.8061
H  1.309  0.122  -1.229  0.1856
H  2.500  -1.296  -0.938  0.2111
H  3.761  0.055  0.547  0.1825
H  2.212  2.336  -0.457  0.3697
H  3.666  2.321  0.320  0.3719
C  -1.620  -1.224  -0.757  -0.5995
C  -1.539  0.028  0.132  -0.4028
C  -2.541  -0.070  1.270  -0.6066
H  -2.564  -1.302  -1.301  0.1953
H  -0.830  -1.241  -1.492  0.2042
H  -1.482  -2.144  -0.181  0.1978
H  -0.515  0.005  0.488  0.2091
H  -1.743  0.865  -0.537  0.1929
H  -2.469  0.751  1.977  0.2092
H  -2.441  -1.032  1.777  0.2011
H  -3.541  -0.169  0.858  0.1992

Below is a cluster of 2 separate species, C5H13N in total, with properties calculated with ωB97M-V with the def2-TZVPD basis set.

Summary:
multiplicity = 1
ΔE to the lowest compared entry with this formula, charge and spin = 167.27 kJ/mol
E = -252.99938 Eh

Each line ends with the natural charge from an NBO analysis.
Positions of all 19 atoms, in Å:
C  -1.864  -0.758  1.833  -0.3972
C  -1.875  -1.188  0.577  -0.1821
C  -2.327  -0.299  -0.537  -0.6689
H  -1.542  -1.383  2.653  0.2000
H  -2.157  0.264  2.037  0.1902
H  -1.508  -2.171  0.312  0.1979
H  -2.277  -0.753  -1.531  0.2132
H  -3.369  0.003  -0.430  0.2238
H  -1.680  0.574  -0.669  0.2220
C  2.633  0.065  0.244  -0.6234
C  1.303  0.657  -0.278  -0.2273
N  1.397  1.444  -1.493  -0.8687
H  3.029  0.600  1.104  0.2102
H  2.422  -0.973  0.483  0.2116
H  3.391  0.064  -0.539  0.2028
H  0.610  -0.193  -0.261  0.1859
H  0.739  1.240  0.471  0.1693
H  2.328  1.685  -1.772  0.3694
H  0.748  1.123  -2.204  0.3713

Below is the molecule C5H13N, with properties calculated with ωB97M-V with the def2-TZVPD basis set.

Summary:
multiplicity = 1
ΔE to the lowest compared entry with this formula, charge and spin = 76.59 kJ/mol
E = -253.03391 Eh

Each line ends with the natural charge from an NBO analysis.
Positions of all 19 atoms, in Å:
C  -1.593  0.823  -1.402  -0.6039
C  -0.775  0.355  -0.153  -0.2022
C  -0.784  1.443  0.980  -0.6188
C  0.660  -0.092  -0.498  -0.4131
C  1.414  -0.868  0.571  -0.2187
N  1.463  -2.334  0.329  -0.8601
H  -1.555  1.901  -1.513  0.1996
H  -1.178  0.350  -2.291  0.2048
H  -2.593  0.415  -1.294  0.2102
H  -1.389  -0.466  0.225  0.1861
H  -1.232  2.342  0.563  0.2071
H  -1.236  1.060  1.889  0.2119
H  0.241  1.733  1.195  0.1993
H  0.588  -0.690  -1.405  0.2189
H  1.179  0.859  -0.647  0.1938
H  2.460  -0.567  0.572  0.1850
H  1.006  -0.722  1.573  0.1802
H  2.430  -2.620  0.377  0.3585
H  0.892  -2.920  0.930  0.3613

Below is the molecule C5H13N, with properties calculated with ωB97M-V with the def2-TZVPD basis set.

Summary:
multiplicity = 1
ΔE to the lowest compared entry with this formula, charge and spin = 84.02 kJ/mol
E = -253.03108 Eh

Each line ends with the natural charge from an NBO analysis.
Positions of all 19 atoms, in Å:
C  2.515  0.318  0.237  -0.6078
C  1.483  -0.678  -0.393  -0.4106
C  0.124  -0.788  0.306  -0.4180
C  -1.090  0.006  -0.342  -0.0360
C  -0.777  1.474  -0.067  -0.6285
N  -2.412  -0.403  0.135  -0.8335
H  2.631  -0.003  1.292  0.2032
H  3.503  0.305  -0.330  0.2113
H  2.201  1.419  0.237  0.2020
H  1.330  -0.415  -1.439  0.1973
H  1.987  -1.593  -0.470  0.2064
H  0.111  -0.481  1.337  0.1945
H  -0.196  -1.863  0.324  0.2008
H  -1.131  -0.190  -1.466  0.1819
H  -0.591  1.662  0.999  0.1974
H  -1.603  2.196  -0.281  0.2213
H  0.152  1.774  -0.519  0.2126
H  -2.727  -1.382  -0.266  0.3610
H  -2.312  -0.602  1.191  0.3447